# 1
{
  "formula": "C4H8B2F8OSn",
  "method": "the ωB97M-V functional and the def2-TZVPD basis",
  "homo_lumo_gap_ha": 0.2742,
  "charge": 0,
  "e_lumo_ev": -4.07,
  "species": ["Sn", "B", "F", "F", "F", "F", "B", "F", "F", "F", "F", "C", "C", "C", "O", "C", "H", "H", "H", "H", "H", "H", "H", "H"],
  "xyz": [[1.008736, -0.622223, 2.106199], [0.400220, 2.603307, 2.064380], [0.032003, 3.904501, 1.892453], [1.351066, 2.163514, 1.115114], [1.002066, 2.347301, 3.309189], [-0.723617, 1.801052, 1.939633], [1.458971, -3.881908, 1.872911], [0.819178, -3.281630, 0.786610], [1.434934, -5.259170, 1.745312], [2.678054, -3.316780, 2.074360], [0.747179, -3.584229, 2.980934], [-0.856252, 1.405404, -2.314784], [-1.811072, 0.341329, -1.820103], [-0.888305, -0.702940, -1.236613], [0.052086, 0.094932, -0.518039], [0.355701, 1.211851, -1.430446], [-1.368503, 2.355863, -2.165407], [-0.737615, 1.209124, -3.380386], [-2.385694, -0.116565, -2.625245], [-2.405982, 0.836131, -1.052417], [-0.452344, -1.359048, -1.989979], [-1.460606, -1.256167, -0.491958], [1.267989, 0.954582, -1.968633], [0.481807, 2.151770, -0.893084]],
  "forces_ev_per_a": [[-0.59, 0.38, -1.55], [0.29, 1.14, 0.44], [0.30, 0.20, -0.08], [0.51, -0.81, -0.34], [0.03, -0.55, 0.41], [-0.67, -1.74, 0.00], [-0.39, -2.62, -0.31], [-0.37, 1.59, -1.00], [0.59, 0.09, -0.51], [1.99, 1.19, -0.42], [-2.02, 1.71, 2.42], [-0.86, -0.42, -0.73], [-0.13, -0.47, -0.24], [-1.39, 0.21, 1.08], [0.89, 0.18, 0.20], [0.43, 0.77, 0.16], [0.54, 0.20, -0.23], [0.66, 0.39, 0.03], [-0.42, 0.32, 0.18], [-0.39, -0.71, 0.07], [0.29, 0.04, 0.09], [0.33, -0.53, -0.07], [-0.04, 0.05, -0.03], [0.42, -0.61, 0.42]]
}

# 2
{
  "formula": "C4H8BeF12N2O12S4",
  "method": "the ωB97M-V functional and the def2-TZVPD basis",
  "homo_lumo_gap_ha": 0.0712,
  "charge": 0,
  "e_lumo_ev": -7.68,
  "species": ["Be", "C", "F", "F", "F", "S", "O", "O", "N", "S", "O", "O", "C", "F", "F", "F", "C", "F", "F", "F", "S", "O", "O", "N", "S", "O", "O", "C", "F", "F", "F", "O", "H", "H", "O", "H", "H", "O", "H", "H", "O", "H", "H"],
  "xyz": [[1.322519, 0.471344, 0.440860], [0.988619, -5.986356, 2.453030], [2.193969, -5.550376, 2.693160], [0.925259, -7.345236, 2.410170], [0.248089, -5.509206, 3.430970], [0.416219, -5.371076, 0.687060], [1.604839, -4.824046, 0.051090], [-0.140351, -6.489046, -0.052300], [-0.626181, -3.949416, 1.053430], [-1.996651, -4.651266, 1.124750], [-2.539941, -4.805066, -0.223900], [-2.156271, -5.853936, 1.997650], [-3.128921, -3.347726, 2.030290], [-2.576311, -2.154696, 1.900860], [-4.383471, -3.359286, 1.475310], [-3.074801, -3.567786, 3.342590], [-1.029391, 3.530094, -4.890220], [-1.800061, 4.239674, -5.765730], [-0.105641, 2.765124, -5.536610], [-0.271891, 4.338074, -4.142520], [-2.129581, 2.419104, -3.765690], [-3.445231, 2.595904, -4.299740], [-1.623031, 1.065354, -3.915620], [-1.709671, 3.143654, -2.201680], [-2.803341, 4.198384, -2.102650], [-2.661791, 5.244194, -3.095210], [-4.142551, 3.692724, -1.827600], [-2.260951, 5.074254, -0.505110], [-3.321811, 5.562874, 0.128130], [-1.608951, 4.235384, 0.308180], [-1.385581, 6.058134, -0.792150], [5.053919, -1.238106, 2.145540], [5.809799, -1.644156, 1.721250], [5.243029, -1.298776, 3.081910], [3.328039, 4.631654, 1.661030], [3.827839, 5.347154, 1.267980], [3.090139, 4.954284, 2.530250], [4.009819, 0.399764, -3.542460], [4.501809, 1.105184, -3.962630], [4.408329, -0.403426, -3.877560], [1.323019, 0.746274, 5.130960], [1.987789, 0.421794, 5.738440], [0.639349, 1.108594, 5.694480]],
  "forces_ev_per_a": [[-0.09, -0.08, -0.09], [-1.00, -0.75, -0.27], [0.93, -0.31, -0.57], [0.28, 1.71, 0.16], [-0.73, -0.26, -0.02], [2.63, -0.03, -2.33], [-1.17, 0.18, 1.42], [-0.35, 1.43, 1.68], [2.52, -1.97, 0.08], [-5.57, -2.17, 0.95], [0.41, 0.36, 1.04], [0.89, 2.47, -1.57], [0.60, -0.34, -0.63], [-0.20, 0.75, -0.89], [1.93, -0.13, 1.38], [-1.09, -0.73, -0.44], [1.05, 0.29, -0.42], [1.37, -1.25, 1.30], [-1.62, 0.34, -0.01], [-0.67, 0.32, -0.24], [1.31, -2.19, -2.14], [0.10, 0.70, 1.00], [0.27, 1.74, 1.34], [0.60, -3.28, -2.60], [-3.29, 3.97, 2.28], [-0.27, -0.60, 0.20], [1.40, 0.35, -0.11], [0.65, -0.02, -0.30], [0.36, -0.01, -0.28], [-0.32, -0.20, 0.09], [-0.78, -0.30, 0.03], [-0.26, 0.16, -0.10], [0.17, -0.12, -0.17], [0.01, -0.01, 0.25], [-0.07, -0.28, -0.09], [0.13, 0.16, -0.16], [-0.09, 0.06, 0.23], [-0.16, 0.03, 0.25], [0.08, 0.22, -0.11], [0.05, -0.25, -0.08], [0.02, 0.00, -0.31], [0.19, -0.10, 0.13], [-0.22, 0.10, 0.12]]
}

# 3
{
  "formula": "C4H8BrClN",
  "method": "the ωB97M-V functional and the def2-TZVPD basis",
  "s_squared": 2.005,
  "homo_lumo_gap_ha": [0.2528, 0.2315],
  "charge": 1,
  "e_lumo_ev": [-3.23, -8.02],
  "spin_multiplicity": 3,
  "species": ["C", "C", "C", "C", "N", "Cl", "Br", "H", "H", "H", "H", "H", "H", "H", "H"],
  "xyz": [[1.952967, 1.868572, -1.146343], [2.749982, 1.234011, -0.472231], [-1.820293, -1.234164, 0.744864], [-0.437444, -0.575904, 0.721244], [-0.414994, 0.376472, -0.401784], [3.742486, 0.678540, 0.679936], [0.740003, -2.157647, 0.069410], [-0.109291, -0.262260, 1.718255], [1.607933, 2.505202, -1.970441], [-1.885130, -2.217826, 1.125770], [-2.533925, -0.593589, 1.423751], [-2.145226, -1.454831, -0.392703], [0.537546, 0.904391, -0.590277], [-1.227954, 1.187627, -0.262136], [-0.756665, -0.258592, -1.247308]],
  "forces_ev_per_a": [[1.20, -0.10, -0.51], [-1.12, 1.41, -0.53], [-1.08, 1.47, -1.60], [-3.08, 2.61, 1.71], [-2.67, 1.69, -0.65], [0.17, -0.45, 0.13], [2.70, -3.82, -1.41], [0.13, 0.51, -0.66], [0.10, -0.63, 0.78], [0.43, -1.16, 0.95], [0.90, -1.12, -1.82], [0.11, 1.03, 2.48], [-1.38, -1.07, 0.22], [2.46, -2.38, -0.67], [1.13, 2.00, 1.59]]
}

# 4
{
  "formula": "C4H8BrNO2",
  "method": "the ωB97M-V functional and the def2-TZVPD basis",
  "homo_lumo_gap_ha": [0.3174, 0.2570],
  "charge": 0,
  "e_lumo_ev": [-0.47, -1.62],
  "species": ["C", "C", "C", "C", "N", "O", "O", "Br", "H", "H", "H", "H", "H", "H", "H", "H"],
  "xyz": [[1.328699, 0.671970, -0.812052], [0.103373, 0.417745, 1.406068], [-1.632101, -0.899762, -1.390462], [0.649497, -0.159763, 0.209255], [0.870965, -1.500274, 0.093635], [0.321779, -2.185843, 0.996542], [1.547004, -2.044207, -0.733156], [-2.856728, -0.198451, -0.261989], [1.132972, 0.219240, -1.780009], [1.095735, 1.712275, -1.036080], [2.383350, 0.628958, -0.558737], [0.655775, 1.308772, 1.621797], [0.323877, -0.250801, 2.234960], [-1.043470, 0.505669, 1.510398], [-1.427657, -0.301629, -2.296350], [-1.202443, -1.793896, -1.108268]],
  "forces_ev_per_a": [[0.07, -0.30, -1.04], [-1.43, -0.81, 1.92], [0.15, 2.23, -1.19], [-0.24, 2.33, -1.84], [-1.40, -2.39, 3.17], [-0.17, 0.27, -0.20], [1.27, 0.24, -2.13], [-0.92, 0.25, 0.46], [0.67, -0.42, -0.17], [-0.59, 0.08, 1.15], [0.49, -0.04, -0.41], [-0.27, 1.01, -0.04], [0.02, -0.22, 0.14], [1.69, 0.25, -0.66], [-0.04, -0.78, 0.68], [0.71, -1.70, 0.16]]
}

# 5
{
  "formula": "C4H8Cl2O",
  "method": "the ωB97M-V functional and the def2-TZVPD basis",
  "homo_lumo_gap_ha": 0.3711,
  "charge": 0,
  "e_lumo_ev": 0.43,
  "species": ["C", "C", "C", "O", "C", "Cl", "H", "H", "H", "H", "H", "H", "H", "Cl", "H"],
  "xyz": [[-1.101995, 1.778943, -0.225999], [-0.050201, 0.899992, -0.241007], [0.667614, 0.285663, 0.914495], [0.339348, -0.986801, 0.887488], [2.249788, 0.256175, 0.714815], [2.878499, -0.412479, -0.795373], [-1.842896, 1.695345, -1.106218], [-1.325273, 2.400304, 0.659719], [-0.128395, 0.056499, -1.099172], [0.391003, 0.711928, 1.803967], [-0.682347, -1.139776, 1.264316], [2.644451, -0.176900, 1.667723], [2.598054, 1.354907, 0.488950], [-3.580889, -0.456324, -0.212310], [-3.020000, -1.562893, -0.622391]],
  "forces_ev_per_a": [[0.75, -1.62, -0.81], [-3.38, -0.80, -2.28], [3.21, 2.06, -3.40], [-5.37, -5.72, 2.14], [-0.47, 3.58, 0.72], [-0.28, -1.00, 0.04], [1.37, 0.73, 1.62], [0.08, -0.20, -0.72], [0.67, 2.37, 1.59], [-0.08, 1.69, 2.43], [4.05, 0.73, -1.61], [0.27, 0.20, -1.24], [-0.71, -1.87, 1.53], [0.23, -0.83, -0.20], [-0.35, 0.68, 0.21]]
}

# 6
{
  "formula": "C4H8Cl3IN",
  "method": "the ωB97M-V functional and the def2-TZVPD basis",
  "homo_lumo_gap_ha": 0.1692,
  "charge": -1,
  "e_lumo_ev": 2.72,
  "species": ["C", "C", "I", "C", "N", "H", "H", "H", "H", "H", "H", "H", "C", "Cl", "Cl", "Cl", "H"],
  "xyz": [[1.657037, 1.719514, -0.567830], [0.516297, 0.843174, -1.119522], [1.139898, -1.244354, -1.242587], [-0.855172, 0.974040, -0.383968], [-1.942104, 1.278625, -1.273576], [2.173720, 2.208886, -1.388913], [2.373259, 1.170974, 0.031759], [1.210410, 2.503784, 0.035319], [0.322764, 1.122452, -2.143518], [-0.736201, 1.769630, 0.368327], [-1.063148, 0.054483, 0.168839], [-1.834314, 2.274983, -1.480664], [-0.595759, -2.893520, 1.695230], [-0.185793, -1.566681, 2.773149], [0.627426, -4.167419, 1.769489], [-2.195448, -3.546525, 2.074671], [-0.612874, -2.502046, 0.683795]],
  "forces_ev_per_a": [[-0.28, -0.17, -0.33], [0.16, 0.64, 0.57], [0.19, -0.16, -0.17], [-1.00, 0.21, -0.58], [0.39, -0.13, 0.19], [0.31, -0.04, -0.07], [0.10, -0.03, 0.16], [-0.03, 0.13, 0.19], [-0.14, -0.31, -0.32], [0.42, 0.02, 0.31], [0.02, -0.20, 0.08], [-0.15, 0.01, -0.06], [-0.05, 0.07, -0.02], [0.01, -0.01, 0.06], [0.00, -0.01, -0.01], [0.01, -0.01, 0.01], [0.02, 0.01, -0.02]]
}

# 7
{
  "formula": "C4H8Cl3N2O2",
  "method": "the ωB97M-V functional and the def2-TZVPD basis",
  "homo_lumo_gap_ha": 0.2534,
  "charge": -1,
  "e_lumo_ev": 3.10,
  "species": ["N", "C", "N", "C", "C", "O", "O", "H", "H", "H", "H", "H", "H", "H", "C", "Cl", "Cl", "Cl", "H"],
  "xyz": [[1.859534, 0.559104, 0.378432], [1.644423, 1.796002, -0.384961], [0.264569, 2.117633, -0.597214], [-0.804071, 1.682432, 0.267741], [-1.521488, 0.348665, -0.114395], [-0.852573, -0.526262, -0.708541], [-2.730074, 0.317472, 0.198354], [2.587752, 0.004337, -0.051981], [2.215638, 0.787134, 1.298224], [2.166746, 2.609761, 0.154537], [2.139325, 1.708464, -1.357138], [0.008185, 2.516612, -1.477862], [-1.609234, 2.423048, 0.244573], [-0.460712, 1.644400, 1.305568], [-0.975439, -3.484998, 0.150358], [-2.552169, -3.809955, 0.873386], [0.322271, -3.937101, 1.272382], [-0.800145, -4.345900, -1.380670], [-0.902538, -2.410848, -0.070793]],
  "forces_ev_per_a": [[0.37, 0.20, 0.10], [0.12, 0.02, 0.14], [0.14, 0.21, 0.34], [-0.31, 0.06, -0.38], [-0.08, 0.11, 0.03], [0.10, -0.35, -0.04], [-0.01, -0.10, 0.19], [-0.23, -0.17, -0.13], [-0.12, 0.00, 0.03], [-0.04, 0.06, -0.04], [-0.06, 0.03, -0.02], [0.01, -0.31, -0.14], [0.12, 0.11, 0.07], [0.04, -0.18, -0.03], [-0.04, 0.41, -0.02], [0.03, -0.04, -0.01], [0.02, -0.03, -0.01], [0.03, -0.15, -0.07], [-0.07, 0.13, -0.01]]
}

# 8
{
  "formula": "C4H8Cl4",
  "method": "the ωB97M-V functional and the def2-TZVPD basis",
  "homo_lumo_gap_ha": 0.4168,
  "charge": 0,
  "e_lumo_ev": 0.63,
  "species": ["Cl", "C", "C", "Cl", "H", "H", "H", "H", "Cl", "C", "C", "Cl", "H", "H", "H", "H"],
  "xyz": [[-8.602775, 2.018320, 8.859010], [-8.878365, 3.232252, 10.170512], [-10.357037, 3.181593, 10.526516], [-10.889470, 4.629665, 11.355835], [-8.623959, 4.207445, 9.769739], [-8.198269, 2.944950, 10.962587], [-10.587174, 2.307901, 11.131932], [-10.967868, 3.130646, 9.629024], [-8.078429, -3.060209, 8.889678], [-9.279383, -1.752185, 8.897386], [-9.516362, -1.148501, 7.540810], [-10.356743, -2.272532, 6.422513], [-8.862982, -0.927643, 9.482852], [-10.132330, -2.183958, 9.407157], [-8.585704, -0.854949, 7.063071], [-10.155028, -0.271262, 7.614739]],
  "forces_ev_per_a": [[0.07, 0.15, 0.11], [-0.34, -0.20, -0.50], [0.08, -0.62, -0.38], [-0.01, 0.56, 0.57], [0.12, -0.01, -0.03], [-0.14, 0.16, 0.24], [0.02, 0.06, 0.10], [0.20, -0.09, -0.12], [0.27, -0.11, -0.15], [0.47, 0.50, 0.26], [-0.49, -0.37, -0.36], [0.08, 0.03, 0.04], [-0.05, -0.26, 0.25], [-0.36, 0.30, -0.27], [0.08, -0.09, 0.07], [-0.01, -0.01, 0.16]]
}

# 9
{
  "formula": "C4H8Cl8",
  "method": "the ωB97M-V functional and the def2-TZVPD basis",
  "homo_lumo_gap_ha": 0.4160,
  "charge": 0,
  "e_lumo_ev": 0.41,
  "species": ["Cl", "C", "Cl", "H", "H", "Cl", "C", "Cl", "H", "H", "Cl", "C", "Cl", "H", "H", "Cl", "C", "Cl", "H", "H"],
  "xyz": [[2.707345, 3.740102, -1.711590], [3.169933, 2.185142, -2.352852], [4.863763, 2.209934, -2.957715], [3.163436, 1.396491, -1.587914], [2.402347, 1.937325, -3.142058], [-4.082506, 2.633728, -0.734978], [-3.721762, 0.954367, -1.207286], [-4.295826, -0.341180, -0.051572], [-4.229494, 0.614236, -2.070011], [-2.614610, 0.897052, -1.190134], [-1.267677, -0.045177, 1.779908], [0.263403, 0.552511, 1.126776], [0.177208, 0.614954, -0.570128], [0.549179, 1.450784, 1.576064], [1.071956, -0.163541, 1.401539], [1.581023, -2.662121, 1.816785], [0.217949, -3.688089, 2.338601], [0.772111, -5.078702, 3.155365], [-0.409130, -3.204573, 3.013165], [-0.318647, -4.003244, 1.368035]],
  "forces_ev_per_a": [[-0.10, 0.28, 0.36], [-0.40, -1.01, -0.67], [-0.67, -0.04, -0.13], [-0.18, 0.57, -0.15], [1.32, 0.18, 0.59], [-0.27, -0.67, -0.16], [1.08, -0.43, 1.82], [0.14, 0.78, -0.06], [-0.10, 0.49, -1.18], [-0.90, -0.20, -0.40], [0.06, 0.10, 0.33], [0.88, -2.41, 1.22], [0.11, 0.40, -1.73], [-0.13, 1.70, 0.39], [-0.88, 0.33, -0.23], [-0.14, 0.07, 0.15], [-0.15, -0.65, -3.26], [0.56, -1.43, 0.66], [-0.98, 1.33, 0.71], [0.73, 0.61, 1.73]]
}

# 10
{
  "formula": "C4H8ClF",
  "method": "the ωB97M-V functional and the def2-TZVPD basis",
  "homo_lumo_gap_ha": 0.4306,
  "charge": 0,
  "e_lumo_ev": 0.89,
  "species": ["C", "C", "C", "C", "F", "Cl", "H", "H", "H", "H", "H", "H", "H", "H"],
  "xyz": [[-0.509731, 1.706888, 0.531840], [-0.403090, 0.299716, -0.098435], [0.861434, -0.331647, 0.254059], [1.054026, -1.747428, -0.231045], [1.016929, -0.320993, 1.587070], [2.350531, 0.685603, -0.484945], [0.241409, 2.378004, 0.063860], [-0.253770, 1.513418, 1.506278], [-1.416152, 2.097963, 0.264452], [-1.342736, -0.346681, -0.152991], [-0.201554, 0.493280, -1.108446], [0.501135, -1.784366, -1.133109], [2.104104, -1.925596, -0.413930], [0.715612, -2.464540, 0.503514]],
  "forces_ev_per_a": [[2.08, -1.38, -2.41], [-1.21, 1.30, -1.21], [1.57, -1.26, 0.27], [0.68, 0.64, 0.24], [0.62, 0.24, 1.23], [-1.27, -0.61, 0.63], [-0.24, -0.58, 0.41], [-0.14, 0.66, 2.73], [-2.54, 1.08, 0.24], [1.40, 0.59, 0.92], [-0.28, 0.19, -2.01], [-0.42, -0.66, -1.04], [0.14, -0.19, -0.13], [-0.40, -0.03, 0.14]]
}

Number 1: strongest force on any atom 3.59 eV/Å. Number 2: strongest force on any atom 6.05 eV/Å. Number 3: strongest force on any atom 4.89 eV/Å. Number 4: strongest force on any atom 4.21 eV/Å. Number 5: strongest force on any atom 8.13 eV/Å. Number 6: strongest force on any atom 1.18 eV/Å. Number 7: strongest force on any atom 0.49 eV/Å. Number 8: strongest force on any atom 0.80 eV/Å. Number 9: strongest force on any atom 3.32 eV/Å. Number 10: strongest force on any atom 3.48 eV/Å.